ORCA calculation (ωB97M-V/def2-TZVPD) on C13H16ClNOS as an isolated structure in a non-equilibrium geometry.

Cartesian coordinates (Å):
1 H 4.87 -0.88 1.11
2 H 2.58 -3.55 -0.23
3 H 1.78 1.27 1.26
4 H 3.61 -1.57 -1.38
5 C -1.28 1.46 0.17
6 H 4.38 -0.03 0.00
7 C 2.07 1.01 -0.70
8 H 5.02 -2.60 -0.51
9 C 4.10 -0.85 0.49
10 C -2.11 -0.46 -1.20
11 C -3.10 -0.63 -0.09
12 C 1.28 2.45 -0.95
13 H -4.12 0.27 1.64
14 C 2.79 -0.70 0.90
15 H -0.30 0.40 -1.54
16 O 2.33 0.38 -1.58
17 S -0.24 2.76 0.50
18 C 2.87 -2.74 0.23
19 N 2.29 0.79 0.56
20 C 1.92 -1.79 0.56
21 Cl -4.35 -1.79 -0.26
22 H 1.85 3.22 -0.64
23 C 3.98 -2.00 -0.50
24 H 0.72 2.40 -1.98
25 H 3.42 -3.45 1.13
26 H 1.26 -1.59 -0.06
27 H 2.80 -0.48 2.22
28 C -1.22 0.42 -0.69
29 H -2.04 -1.42 -1.84
30 C -3.30 0.14 0.89
31 C -2.32 1.48 0.96
32 H -2.53 2.05 1.85
33 H 1.31 -2.24 1.55

For the gap between HOMO and LUMO, the calculation gives 8.74 eV. Its net charge is 0. The calculation puts the highest occupied orbital energy at -8.5 eV.

Mulliken population analysis, charges in e, atoms 1 to 4: atom 1 (H): 0.524, atom 2 (H): 0.596, atom 3 (H): 0.384, atom 4 (H): 0.329

ORCA calculation (ωB97M-V/def2-TZVPD) on an isolated ion of composition C13H16N and charge +1 in a non-equilibrium geometry.

Cartesian coordinates (Å):
1 C 0.14 -1.81 1.24
2 N -0.02 -1.10 -0.02
3 H -1.91 -0.02 2.08
4 H 1.86 -1.41 3.17
5 H 3.20 -2.79 2.71
6 H -1.84 3.37 -1.33
7 H 1.14 -2.00 -1.38
8 H -1.91 -1.69 0.12
9 C -1.86 2.50 -0.56
10 H 0.12 2.04 -2.45
11 C 0.64 -1.09 -1.32
12 C 2.24 -2.22 2.54
13 H -0.31 -0.46 -3.35
14 H -0.23 1.90 1.56
15 H 1.79 -3.11 0.78
16 C 0.25 -0.29 1.22
17 H 1.16 -0.14 1.63
18 H -2.65 1.89 -0.89
19 C -0.36 1.90 -0.52
20 H -1.74 -0.28 -1.03
21 C -1.33 0.08 1.15
22 H 0.42 2.59 -0.40
23 C -0.44 1.17 0.80
24 C -0.02 -0.22 -2.33
25 C 0.08 1.18 -1.75
26 C 1.30 0.21 -1.66
27 C 1.47 -2.47 1.48
28 C -1.44 -0.73 -0.06
29 H -2.18 2.69 0.50
30 H 2.42 0.30 -1.92

For the gap between HOMO and LUMO (alpha / beta), the calculation gives 7.12 / 7.12 eV. Its net charge is +1. The energy above the lowest of the compared OMol25 structures with the same formula, charge and spin comes out at 10.638 eV. The calculation puts the highest occupied orbital energy (alpha / beta) at -11.2 / -11.2 eV.

Mulliken population analysis, charges in e, atoms 1 to 4: atom 1 (C): -0.016, atom 2 (N): 0.456, atom 3 (H): 0.467, atom 4 (H): 0.249

ORCA calculation (ωB97M-V/def2-TZVPD) on C13H16N2 as an isolated structure in a non-equilibrium geometry.

Cartesian coordinates (Å):
1 C 4.34 -1.22 0.39
2 C -1.63 0.08 -1.57
3 H -2.55 1.37 0.27
4 H 3.60 -2.94 -0.27
5 H 1.81 3.78 0.13
6 H -3.92 0.52 -0.92
7 C -2.98 -0.69 0.54
8 C -2.78 0.47 -0.48
9 H 4.82 0.67 1.10
10 H -4.91 0.08 1.17
11 H -0.37 -1.13 -0.12
12 N -0.20 -0.27 -1.13
13 H -1.62 0.89 -2.45
14 H -3.29 -1.50 -0.31
15 H -4.65 -1.29 2.27
16 C 3.38 -1.91 -0.24
17 H -3.48 0.24 2.33
18 C 1.74 -0.05 -0.16
19 C 4.06 0.09 0.58
20 C 2.76 0.73 0.40
21 C 1.67 2.65 0.19
22 H -0.27 2.56 -0.99
23 H 1.61 -2.18 -1.00
24 N 2.74 2.00 0.58
25 C 0.49 2.02 -0.45
26 C 2.00 -1.37 -0.41
27 H -2.14 -1.23 1.03
28 H 5.26 -1.70 0.65
29 C 0.57 0.60 -0.59
30 H -1.99 -0.82 -2.13
31 C -4.07 -0.46 1.60

For the gap between HOMO and LUMO, the calculation gives 7.79 eV. Its net charge is 0. The energy above the lowest of the compared OMol25 structures with the same formula, charge and spin comes out at 5.800 eV. The calculation puts the highest occupied orbital energy at -7.9 eV.

Mulliken population analysis, charges in e, atoms 1 to 4: atom 1 (C): -0.438, atom 2 (C): -0.945, atom 3 (H): 0.210, atom 4 (H): 0.360

ORCA calculation (ωB97M-V/def2-TZVPD) on C13H16N3O4ReSbSe4 as an isolated structure.

Cartesian coordinates (Å):
1 H 6.14 -0.02 -0.38
2 C 3.07 -0.56 -1.61
3 C -1.23 -1.50 4.11
4 Sb -2.16 2.55 -3.12
5 C -1.16 -1.04 2.80
6 H 2.75 -0.58 1.71
7 Re -0.96 0.31 -0.24
8 H -0.25 1.44 5.54
9 H 4.99 1.99 -0.92
10 H 2.68 1.66 0.85
11 N -0.78 0.18 2.46
12 O -1.61 -1.30 0.49
13 H 5.04 -1.54 -1.83
14 N 5.12 -0.03 -0.36
15 H 5.09 -1.93 0.56
16 H -0.19 2.05 3.10
17 C -1.59 -1.56 7.20
18 C 3.06 1.29 -0.10
19 C -0.89 -0.56 5.04
20 C 4.61 1.36 -0.12
21 H 5.09 -0.56 1.68
22 C -1.50 -1.98 1.67
23 C -0.50 0.72 4.77
24 H 2.75 -1.95 0.60
25 H 5.03 1.71 0.82
26 O -1.65 -3.14 1.80
27 H -1.53 -2.52 4.31
28 N 2.59 -0.08 -0.31
29 Se -0.50 3.97 -3.83
30 Se -0.46 0.20 -2.41
31 H 4.99 0.11 -2.46
32 C 4.67 -0.94 0.75
33 C 3.12 -0.94 0.75
34 H 2.69 -1.57 -1.76
35 O -0.86 -0.93 6.47
36 C 4.61 -0.55 -1.68
37 O -2.22 -2.12 7.95
38 H 2.65 1.92 -0.89
39 H 2.66 0.07 -2.39
40 Se -1.14 2.49 0.15
41 C -0.47 1.05 3.41
42 Se -4.27 1.71 -2.88

For the gap between HOMO and LUMO (alpha / beta), the calculation gives 6.46 / 6.43 eV. Its net charge is +3. The energy above the lowest of the compared OMol25 structures with the same formula, charge and spin comes out at 0.543 eV. The calculation puts the highest occupied orbital energy (alpha / beta) at -16.6 / -16.6 eV.

Mulliken population analysis, charges in e, atoms 1 to 4: atom 1 (H): 0.325, atom 2 (C): -0.546, atom 3 (C): -0.316, atom 4 (Sb): 1.045

ORCA calculation (ωB97M-V/def2-TZVPD) on the molecule C13H16N4O3 in a non-equilibrium geometry.

Cartesian coordinates (Å):
1 H -1.97 -0.22 -3.99
2 C 1.42 -4.12 2.96
3 C -0.43 -0.56 -2.00
4 H -1.25 2.88 -2.03
5 C -0.93 -0.72 0.36
6 C -1.99 4.10 -3.76
7 C -0.15 -1.10 -0.70
8 H -2.84 4.57 -3.95
9 H -3.24 1.67 -4.62
10 H -2.42 4.11 -1.51
11 N 0.65 -3.04 2.90
12 N 1.34 -4.60 4.21
13 N 0.21 -2.67 4.17
14 C 0.25 -3.88 6.24
15 C -3.06 1.38 -3.55
16 O -1.24 0.48 -2.06
17 C -1.78 0.66 -3.43
18 H -1.15 4.83 -3.57
19 H -1.05 -1.18 2.53
20 H 1.43 -2.45 -1.34
21 H -3.84 0.69 -3.46
22 H -1.80 3.43 -4.60
23 H -1.64 0.12 0.19
24 O 0.19 -1.00 -2.95
25 C 0.79 -2.11 -0.52
26 H -1.08 1.24 -4.06
27 C -2.23 3.40 -2.37
28 C -0.64 -1.42 1.54
29 O -3.28 2.41 -2.57
30 H 0.42 -3.00 6.83
31 N 1.16 -2.66 0.60
32 C 0.60 -3.68 4.81
33 H 0.64 -4.85 6.71
34 H -0.92 -3.94 6.09
35 H 2.09 -4.67 2.21
36 C 0.42 -2.38 1.67

For the gap between HOMO and LUMO, the calculation gives 9.09 eV. Its net charge is 0. The energy above the lowest of the compared OMol25 structures with the same formula, charge and spin comes out at 3.766 eV. Its SMILES is CCOCCOC(=O)c1ccc(-n2cnc(C)n2)nc1. The calculation puts the highest occupied orbital energy at -9.3 eV.

Mulliken population analysis, charges in e, atoms 1 to 4: atom 1 (H): 0.481, atom 2 (C): 0.176, atom 3 (C): 0.291, atom 4 (H): 0.130

ORCA calculation (ωB97M-V/def2-TZVPD) on C13H17BIMgN3 as an isolated structure in a non-equilibrium geometry.

Cartesian coordinates (Å):
1 C -0.77 3.73 -0.12
2 C 0.88 2.79 -1.59
3 H -2.67 -2.64 -0.05
4 C 2.90 -0.85 -2.94
5 H 2.20 -1.77 4.08
6 C -2.98 -0.75 1.18
7 H 3.73 -0.81 -3.64
8 H -3.12 -2.85 1.62
9 H 1.69 2.87 -2.31
10 C -1.17 2.43 0.20
11 C 0.26 3.91 -1.04
12 H -3.00 -0.08 0.30
13 I -2.38 -1.20 -2.44
14 C 0.47 1.50 -1.18
15 N -0.56 1.35 -0.32
16 H -1.28 4.57 0.35
17 C 1.19 0.28 -1.65
18 B 1.34 -0.92 4.19
19 H 1.02 -2.96 -1.03
20 H 2.50 1.29 -3.02
21 C 2.49 -2.06 -2.37
22 H -1.99 2.24 0.90
23 N -0.02 -0.83 1.84
24 H 0.55 -1.20 5.08
25 C 1.41 -2.04 -1.47
26 C 0.55 -0.87 2.86
27 H -1.46 -2.47 1.31
28 C 2.23 0.33 -2.59
29 H -2.53 -0.28 2.06
30 H 2.97 -3.00 -2.60
31 H -4.05 -0.87 1.42
32 N 0.80 -0.90 -1.12
33 H 1.83 0.18 4.37
34 Mg -1.14 -0.79 0.11
35 H 0.59 4.91 -1.34
36 C -2.48 -2.25 0.96

For the gap between HOMO and LUMO, the calculation gives 7.38 eV. Its net charge is 0. The energy above the lowest of the compared OMol25 structures with the same formula, charge and spin comes out at 0.000 eV. The calculation puts the highest occupied orbital energy at -8.3 eV.

Mulliken population analysis, charges in e, atoms 1 to 4: atom 1 (C): -0.753, atom 2 (C): -0.857, atom 3 (H): 0.396, atom 4 (C): -0.465

ORCA calculation (ωB97M-V/def2-TZVPD) on C13H17ClEuN2O4 as an isolated structure in a non-equilibrium geometry.

Cartesian coordinates (Å):
1 H 3.98 -0.13 -2.14
2 C -4.12 2.57 0.71
3 H -0.79 2.93 1.56
4 C 4.91 0.26 -1.73
5 C -3.39 -2.58 -1.77
6 H -1.85 -4.05 -2.20
7 H 5.54 0.63 -2.57
8 C -2.97 3.16 1.27
9 C -1.71 2.53 1.11
10 C -1.04 -2.30 -1.26
11 N -1.58 1.39 0.40
12 H -4.21 -3.14 -2.19
13 H 5.73 1.61 -0.27
14 H -3.01 4.08 1.81
15 C -2.51 -0.60 -0.68
16 H 4.44 2.35 -1.29
17 C 4.74 1.45 -0.74
18 H 2.27 -1.98 -1.39
19 C -3.97 1.36 0.05
20 C -2.70 0.75 -0.06
21 O 0.57 -1.22 4.25
22 H 0.00 -2.64 -1.26
23 H 1.75 -2.66 0.21
24 Cl 1.29 -0.11 3.70
25 H -4.81 0.85 -0.39
26 H -4.56 -0.86 -1.21
27 N -1.25 -1.08 -0.72
28 H 4.01 1.29 0.05
29 O 2.68 -0.40 3.50
30 C 2.17 -1.77 -0.31
31 O 0.70 0.16 2.32
32 H -5.10 3.05 0.81
33 Eu 0.89 0.43 0.08
34 O 1.06 1.10 4.46
35 C -2.10 -3.08 -1.79
36 H 3.13 -1.46 0.14
37 H 5.42 -0.58 -1.24
38 C -3.60 -1.32 -1.22

For the gap between HOMO and LUMO (alpha / beta), the calculation gives 5.78 / 5.80 eV. As for the spin multiplicity: 8. Its net charge is 0. Its expectation value of S² is 15.7606. The calculation puts the highest occupied orbital energy (alpha / beta) at -6.7 / -6.8 eV.

Mulliken population analysis, charges in e, atoms 1 to 4: atom 1 (H): 0.157, atom 2 (C): -0.532, atom 3 (H): 0.370, atom 4 (C): -0.767

Which of these has the highest net charge?
C13H16N3O4ReSbSe4